Molecular formula: C33H29ClN6O2PPtS
Method: DFT, wB97M-V/def2-TZVPD

Structure (XYZ):
```
74
Properties=species:S:1:pos:R:3:mulliken_charge:R:1
Pt -0.494 1.136 0.601 1.29
N 5.368 1.084 -5.559 -0.48
C 4.759 1.005 -4.342 1.12
C 4.172 -0.192 -3.909 -0.89
C 3.540 -0.258 -2.685 -0.45
C 3.485 0.863 -1.867 -0.24
C 4.075 2.054 -2.274 -0.57
C 4.702 2.126 -3.498 -0.84
S 2.660 0.758 -0.321 1.39
O 3.445 1.416 0.683 -0.78
O 2.242 -0.608 -0.138 -0.46
N 1.223 1.599 -0.487 -0.25
C 1.209 2.928 -0.112 0.37
N 0.060 3.163 0.578 -0.19
C -0.254 4.396 0.946 -0.02
C 0.626 5.426 0.674 -0.90
C 1.814 5.083 0.035 -0.25
N 2.116 3.853 -0.365 -0.29
H 5.505 0.259 -6.114 0.19
H 5.882 1.905 -5.818 0.19
H 4.230 -1.075 -4.535 0.33
H 3.111 -1.191 -2.345 0.72
H 4.043 2.917 -1.626 0.50
H 5.166 3.053 -3.811 0.30
H -1.196 4.536 1.461 0.53
H 0.411 6.445 0.953 0.41
H 2.557 5.846 -0.172 0.46
Cl -3.413 1.317 -0.312 -0.13
C -3.800 -0.303 0.204 1.39
C -5.130 -0.568 0.491 -0.64
C -5.493 -1.829 0.936 -0.60
C -4.531 -2.817 1.090 -0.96
C -3.206 -2.541 0.795 -0.32
C -2.811 -1.280 0.346 -0.53
P -1.055 -0.954 -0.047 0.12
C -0.147 -2.354 0.635 0.65
C 0.253 -2.298 1.968 -0.15
C 0.914 -3.373 2.537 -0.68
C 1.187 -4.501 1.774 -0.56
C 0.801 -4.553 0.443 -0.83
C 0.133 -3.482 -0.129 -0.39
C -1.025 -1.113 -1.855 0.41
C -2.159 -1.470 -2.582 -0.76
C -2.094 -1.574 -3.964 -0.87
C -0.902 -1.327 -4.626 -0.71
C 0.232 -0.979 -3.905 -0.76
C 0.171 -0.870 -2.526 0.59
H -5.867 0.213 0.368 0.50
H -6.531 -2.036 1.162 0.39
H -4.811 -3.802 1.437 0.44
H -2.459 -3.314 0.918 0.54
H 0.078 -1.400 2.549 0.29
H 1.235 -3.325 3.568 0.44
H 1.712 -5.337 2.217 0.40
H 1.025 -5.427 -0.154 0.44
H -0.162 -3.522 -1.171 0.49
H -3.097 -1.673 -2.083 0.40
H -2.979 -1.849 -4.522 0.43
H -0.855 -1.406 -5.704 0.40
H 1.169 -0.784 -4.411 0.49
H 1.054 -0.601 -1.966 -0.20
N -2.016 0.918 6.693 -0.46
C -1.801 0.954 5.363 1.14
C -0.815 1.777 4.797 -0.93
C -0.638 1.784 3.438 -0.53
N -1.360 1.036 2.580 -0.01
C -2.308 0.253 3.122 -0.08
C -2.557 0.181 4.470 -1.08
H -1.430 1.433 7.324 0.20
H -2.684 0.283 7.090 0.20
H -0.187 2.402 5.416 0.35
H 0.132 2.404 3.002 0.57
H -2.893 -0.342 2.447 0.34
H -3.337 -0.477 4.827 0.41
```

HOMO level (eV): -10.02
LUMO level (eV): -2.5
Maximum force (eV Å⁻¹): 1.07
Net charge: +1
Energy above the lowest of the compared OMol25 structures with the same formula, charge and spin (kJ/mol): 26.1
Energy (eV): -83617.20632
Gap between HOMO and LUMO (eV): 7.5